Formula: C41H51Cl5GeN5S3SeTa
Source: the OMol25 dataset
Level of theory: wB97M-V/def2-TZVPD

```
! RIJCOSX wB97M-V def2-TZVPD def2/J DEFGRID3
* xyz 2 1
Ta 0.10344 0.21054 -0.65076
C -3.03546 -1.59566 -2.83216
C -2.77136 -0.17686 -3.16316
N -1.85146 0.60294 -2.65796
C -1.98726 1.89344 -3.10836
C -3.01836 2.07634 -3.98786
S -3.84716 0.61414 -4.26226
C -1.11156 2.98734 -2.72916
C -1.47086 4.30324 -2.84126
S -0.14656 5.32514 -2.50436
C 0.82644 3.91554 -2.21306
N 0.18474 2.78874 -2.33076
C 2.25944 4.10194 -1.88826
H -2.14736 -2.08976 -2.45806
H -3.39726 -2.12076 -3.71356
H -3.81396 -1.65256 -2.06906
H -3.30026 2.97794 -4.49066
H -2.42496 4.71354 -3.09946
H 2.73914 4.67224 -2.68406
H 2.77744 3.15384 -1.79396
H 2.36644 4.68064 -0.97136
Cl -3.86476 0.69604 -0.46206
C -2.82936 1.98294 -0.04956
C -1.46396 1.72354 0.00724
C -0.68766 2.80264 0.39844
Cl 0.96614 2.35874 0.44134
C -1.14876 4.07404 0.69204
Cl -0.06976 5.32584 1.16204
C -2.52986 4.29774 0.59414
Cl -3.16866 5.84934 0.91594
C -3.37456 3.24174 0.22944
Cl -5.06946 3.49354 0.13944
C 2.50114 -3.03296 -0.43406
C 2.99444 -3.18136 1.00004
C 4.45124 -2.70746 1.12774
C 2.12494 -2.61006 2.11094
C 1.97624 -3.46646 3.20054
C 1.35734 -3.06596 4.36514
C 0.94544 -1.75466 4.48184
C 1.05404 -0.85056 3.42974
C 0.69104 0.58264 3.78954
C 1.83584 1.57114 3.54854
C -0.63856 1.04034 3.17944
C 1.57084 -1.31116 2.19814
N 1.63194 -0.47416 1.04104
C 2.80914 0.03254 0.74164
C 3.13064 0.55634 -0.50196
C 4.39084 1.00914 -0.95826
C 4.27274 1.15704 -2.31796
C 2.95044 0.79644 -2.68216
N 2.25484 0.46674 -1.58116
C 2.51384 0.70024 -4.11776
C 3.46294 -0.29396 -4.81396
C 2.63964 2.06564 -4.81016
C 1.08244 0.19574 -4.27036
H 3.12954 -3.64466 -1.07646
H 2.55024 -2.01256 -0.80276
H 1.48094 -3.39616 -0.51296
H 3.01544 -4.25826 1.19294
H 4.61444 -1.75486 0.63274
H 5.10334 -3.43776 0.65554
H 4.74314 -2.61966 2.17164
H 2.38404 -4.46526 3.14474
H 1.25154 -3.75326 5.18994
H 0.55654 -1.41546 5.42884
H 0.54334 0.59064 4.87544
H 2.18724 1.58634 2.52364
H 2.67654 1.32074 4.19054
H 1.50394 2.57294 3.81164
H -1.46636 0.68054 3.78704
H -0.77846 0.66764 2.16324
H -0.69456 2.12644 3.16624
H 3.59514 -0.01866 1.48934
H 5.26094 1.16294 -0.34906
H 5.04294 1.46534 -2.99596
H 4.46994 0.10554 -4.87946
H 3.11254 -0.48756 -5.82396
H 3.49824 -1.24026 -4.27856
H 3.64564 2.46434 -4.72116
H 1.93404 2.77954 -4.39306
H 2.41654 1.94694 -5.86706
H 1.00114 -0.82436 -3.90476
H 0.80544 0.19694 -5.32186
H 0.38494 0.83054 -3.73066
C -4.82976 -3.46956 3.76534
Ge -4.13906 -1.68486 3.26394
C -5.36196 -0.85936 1.94684
C -3.93276 -0.52216 4.85784
C -2.21526 -1.99816 2.54924
Se -1.86606 -1.72696 0.63644
C -1.27566 -3.57106 0.33594
H -5.81306 -3.33346 4.21024
H -4.19646 -3.96216 4.49694
H -4.93876 -4.11406 2.89754
H -6.37426 -1.16396 2.20234
H -5.15186 -1.18726 0.93404
H -5.31666 0.22444 1.99354
H -4.86746 -0.51546 5.41204
H -3.70896 0.50464 4.58424
H -3.15586 -0.89326 5.51984
H -1.95266 -3.03756 2.75064
H -1.52966 -1.37446 3.11464
H -2.09196 -4.22516 0.63934
H -0.38846 -3.78276 0.92914
H -1.07746 -3.71216 -0.72146
S 0.28554 -3.60956 -3.34786
C 0.18254 -2.37216 -2.41396
N 0.05214 -1.43536 -1.66846
*
```

## Properties
Energy ... -269314.1201 eV
Lowest unoccupied orbital energy ... -7.575 eV
Largest force on an atom ... 2.54 eV/Å
HOMO ... -13.263 eV
Energy above the lowest of the compared OMol25 structures with the same formula, charge and spin ... 42.54 kcal/mol

---

Formula: C4H6N2O2
Source: the OMol25 dataset
Level of theory: wB97M-V/def2-TZVPD

```
! RIJCOSX wB97M-V def2-TZVPD def2/J DEFGRID3
* xyz 0 1
C 0.87910 0.49789 0.91047
C -0.12216 0.35521 -0.03584
C -1.42155 0.57076 0.09789
C -2.10672 0.11509 -1.07146
H 2.67470 -0.60241 0.10276
H 1.80526 -1.37173 1.32099
H 0.01103 -0.20654 1.83839
H 1.26921 1.64384 1.09173
H -1.96460 1.05757 0.81021
H 0.95613 -0.87288 -1.39134
N 1.90905 -0.38405 0.95138
N 0.22249 -0.18707 -1.12749
O -3.12773 0.03503 -1.71309
O -0.98422 -0.65070 -1.78460
*
```

## Properties
Energy ... -11314.9709 eV
Lowest unoccupied orbital energy ... 0.309 eV
Largest force on an atom ... 8.45 eV/Å
HOMO ... -8.949 eV
Energy above the lowest of the compared OMol25 structures with the same formula, charge and spin ... 140.00 kcal/mol

---

Formula: C8H17NO2S
Source: the OMol25 dataset
Level of theory: wB97M-V/def2-TZVPD

```
! RIJCOSX wB97M-V def2-TZVPD def2/J DEFGRID3
* xyz 0 1
C -0.20782 1.99364 0.19026
C -0.50131 0.42615 0.22720
C 0.84129 -0.06965 0.83262
C -1.50629 0.09335 1.32234
C -2.06233 -1.34173 1.22647
C -2.84648 -1.50593 -0.13173
C -2.35965 -0.70197 -1.25263
C -0.88302 -0.16905 -1.07587
H -1.86836 3.30323 0.30345
H -0.92714 3.32081 -1.25816
H -0.09196 2.50041 1.24353
H 0.63740 2.15073 -0.42305
H 0.82126 -1.04689 1.27011
H 1.29088 0.67230 1.50725
H 3.28527 -1.27656 1.28643
H -1.02164 0.19336 2.25135
H -2.28959 0.88501 1.19168
H -1.21592 -2.09864 1.11865
H -2.85694 -1.54902 2.02957
H -3.91864 -1.32139 0.08794
H -2.76746 -2.53836 -0.47882
H -2.28719 -1.21469 -2.20398
H -2.97013 0.18708 -1.24773
H -0.71081 0.60403 -1.88395
H -0.21484 -0.99741 -1.25429
N -1.23873 2.64083 -0.41996
O 3.43064 -0.31314 0.88321
O 2.31301 -1.20778 -1.25932
S 2.31133 -0.02758 -0.35146
*
```

## Properties
Energy ... -24989.3190 eV
Lowest unoccupied orbital energy ... 0.628 eV
Largest force on an atom ... 8.38 eV/Å
HOMO ... -9.107 eV
Energy above the lowest of the compared OMol25 structures with the same formula, charge and spin ... 63.78 kcal/mol

---

Formula: C6H3F3NPdS4Sb2Se4
Source: the OMol25 dataset
Level of theory: wB97M-V/def2-TZVPD

```
! RIJCOSX wB97M-V def2-TZVPD def2/J DEFGRID3
* xyz 0 6
Pd -1.52012 0.70758 0.37466
S -2.17837 3.19653 3.43652
Sb -2.46638 3.76584 1.13924
S -3.62212 1.56388 0.65716
S -0.34337 2.96443 0.44846
F 1.19818 -1.61557 3.95629
C 2.08869 -1.88825 3.00569
F 3.25779 -1.32795 3.36605
F 2.28950 -3.22030 3.00493
C 1.67474 -1.41382 1.63799
C 2.57809 -1.60849 0.60471
C 2.29133 -1.18059 -0.68317
C 1.08453 -0.54513 -0.89654
N 0.21102 -0.38558 0.09055
C 0.45941 -0.79585 1.35239
S -0.90223 -0.39261 2.38369
H 3.52201 -2.09500 0.81674
H 2.98435 -1.32943 -1.49679
H 0.79157 -0.16566 -1.86749
Se -1.27621 -0.68216 -5.20648
Sb -2.67557 1.08051 -4.15157
Se -4.99690 1.11684 -4.85045
Se -2.03823 2.96137 -5.46236
Se -2.41175 1.28940 -1.66020
*
```

## Properties
Energy ... -337192.6808 eV
Lowest unoccupied orbital energy (alpha / beta) ... -2.464 / -3.250 eV
Largest force on an atom ... 2.81 eV/Å
HOMO (alpha / beta) ... -8.511 / -8.592 eV
Energy above the lowest of the compared OMol25 structures with the same formula, charge and spin ... 0.00 kcal/mol

---

Formula: C12H14BrINO9S
Source: the OMol25 dataset
Level of theory: wB97M-V/def2-TZVPD

```
! RIJCOSX wB97M-V def2-TZVPD def2/J DEFGRID3
* xyz -1 1
C -0.16220 -1.92661 -0.11311
C -0.21423 -0.51022 -0.15709
C -0.36829 1.14920 -0.12650
C -1.98561 1.36312 -0.23164
C -2.70263 0.79692 -1.58572
C -1.80001 0.84237 -2.94897
I -3.62989 -1.21655 -1.31773
O 0.52910 1.93227 -1.04039
S 0.96231 3.46924 -0.36083
O 2.39629 3.65995 -0.97448
O -0.09392 4.54244 -0.75696
O 0.88137 2.88105 1.27386
C 0.36607 1.47258 1.34319
Br -0.87622 1.66405 2.95175
N 1.49811 0.56184 1.75685
C 1.76274 0.57088 3.24391
C 1.39220 -0.77233 4.16987
O 2.34127 1.58178 3.93460
C 2.76425 0.77792 0.96280
C 3.16884 -0.22976 -0.30957
O 3.69340 1.73988 1.21904
H -0.31264 -3.05431 0.22682
H -2.26093 2.51255 -0.09846
H -2.52085 0.80761 0.67983
H -3.63945 1.50953 -1.78801
H -1.00968 -0.02381 -2.95538
H -1.25769 1.90537 -2.98340
H -2.47697 0.82674 -3.93230
H 1.97323 -0.69177 5.19516
H 1.81037 -1.68637 3.57013
H 0.21618 -0.84542 4.35619
H 2.82069 0.26913 -1.31985
H 2.61863 -1.26352 -0.14894
H 4.33183 -0.46165 -0.28895
C -1.80747 -4.62949 -2.05276
O -2.52177 -5.24928 -1.22836
O -2.15970 -4.92489 -3.29600
O -0.86644 -3.82073 -1.89087
H -2.86029 -5.52972 -2.97772
*
```

## Properties
Energy ... -121555.7735 eV
Lowest unoccupied orbital energy ... 0.847 eV
Largest force on an atom ... 10.14 eV/Å
HOMO ... -4.953 eV
Energy above the lowest of the compared OMol25 structures with the same formula, charge and spin ... 238.18 kcal/mol